Density functional theory data (ωB97M-V/def2-TZVPD) for a structure of composition C7H14BNO6PdS in a non-equilibrium geometry.

```
31
C7H14BNO6PdS | the Open Molecules 2025 dataset | ωB97M-V/def2-TZVPD
O -2.159 -3.366 2.508
C -1.661 -2.374 1.763
C -2.436 -0.895 1.676
C -1.681 -0.038 0.454
B -2.697 0.836 -0.535
O -4.187 0.687 -0.426
O -2.209 1.819 -1.522
C -0.840 -1.291 -0.209
C 0.170 -1.018 -1.472
C 1.633 -0.392 -1.067
C 1.579 0.842 0.016
S 3.347 1.550 0.141
O 3.857 1.935 -1.284
O 4.336 0.475 0.714
O 3.400 3.004 1.087
N -0.428 -2.336 0.849
H -3.611 -0.961 1.614
H -2.215 -0.372 2.721
H -1.026 0.713 1.110
H -4.491 1.606 -0.108
H -1.442 1.469 -2.064
H -1.722 -1.891 -0.744
H 0.391 -2.088 -1.953
H -0.373 -0.410 -2.344
H 2.390 -1.251 -0.730
H 2.116 0.050 -2.066
H 0.860 1.735 -0.316
H 1.186 0.468 1.078
H 2.511 3.119 1.563
H 0.492 -2.175 1.315
Pd 4.909 0.554 -1.769
```

The HOMO-LUMO gap comes out at 1.87 eV. The net charge is +2. The calculation puts the HOMO energy at -15.0 eV.


Density functional theory data (ωB97M-V/def2-TZVPD) for a cluster of 2 separate species, C3H8IO3SSi in total in a non-equilibrium geometry.

```
17
C3H8IO3SSi | the Open Molecules 2025 dataset | ωB97M-V/def2-TZVPD
C 0.059 -0.794 1.889
C -0.276 1.776 0.031
C 2.015 -0.015 -1.489
O -3.164 -0.466 -1.798
O -1.160 -1.050 -0.725
O -2.652 -0.215 0.670
Si -0.861 0.139 0.476
S -2.774 -1.133 -0.629
I 3.972 0.049 -0.641
H 0.695 0.065 2.243
H -0.678 -0.984 2.664
H 0.593 -1.689 1.645
H 0.381 2.129 0.839
H 1.254 0.289 -0.760
H -1.145 2.588 -0.086
H 1.660 -1.063 -1.745
H 2.081 0.373 -2.584
```

The HOMO-LUMO gap comes out at 6.10 eV. The net charge is -1. The calculation puts the HOMO energy at -3.5 eV.


Density functional theory data (ωB97M-V/def2-TZVPD) for a structure of composition C35H29CoIN6OP.

```
74
C35H29CoIN6OP | the Open Molecules 2025 dataset | ωB97M-V/def2-TZVPD
Co 0.269 0.620 -1.121
O 2.716 0.434 -2.448
N 2.220 0.579 -1.158
C 3.138 0.357 -0.306
C 3.074 0.478 1.152
C 4.316 0.400 1.790
C 4.421 0.473 3.167
C 3.274 0.603 3.936
C 2.037 0.673 3.317
C 1.917 0.629 1.931
P 0.255 0.710 1.197
C -0.464 2.246 1.856
C 0.301 3.264 2.419
C -0.288 4.469 2.778
C -1.645 4.670 2.578
C -2.417 3.659 2.017
C -1.830 2.459 1.653
C -0.615 -0.647 2.041
C -1.528 -0.464 3.075
C -2.136 -1.563 3.666
C -1.834 -2.845 3.232
C -0.914 -3.033 2.209
C -0.308 -1.940 1.613
H 1.930 0.322 -3.001
H 4.106 0.080 -0.717
H 5.210 0.273 1.192
H 5.392 0.413 3.638
H 3.340 0.641 5.015
H 1.142 0.755 3.922
H 1.363 3.124 2.580
H 0.317 5.249 3.222
H -2.103 5.607 2.863
H -3.479 3.804 1.872
H -2.444 1.672 1.228
H -1.767 0.528 3.432
H -2.845 -1.415 4.469
H -2.313 -3.699 3.693
H -0.671 -4.031 1.869
H 0.397 -2.088 0.803
I -5.558 -0.925 -0.484
C -3.845 0.142 -0.874
C -3.737 1.484 -1.162
N -2.430 1.737 -1.340
N -1.684 0.631 -1.185
C -2.534 -0.349 -0.905
H -4.482 2.256 -1.250
H -1.970 2.617 -1.512
H -2.162 -1.346 -0.741
C -0.149 2.004 -4.335
C 0.182 2.919 -3.209
N 0.336 2.563 -1.947
C 0.648 3.708 -1.240
C 0.679 4.764 -2.091
N 0.379 4.248 -3.331
H -0.427 1.027 -3.940
H 0.705 1.880 -5.004
H -0.983 2.384 -4.926
H 0.825 3.691 -0.179
H 0.876 5.808 -1.934
H 0.343 4.764 -4.194
N 0.214 -9.198 -2.640
C 0.224 -8.055 -2.527
C 0.235 -6.629 -2.379
C -0.946 -5.956 -2.069
C -0.931 -4.584 -1.912
C 0.259 -3.863 -2.058
C 1.435 -4.550 -2.378
C 1.425 -5.922 -2.539
C 0.276 -2.449 -1.847
C 0.287 -1.253 -1.626
H -1.866 -6.512 -1.954
H -1.846 -4.058 -1.676
H 2.355 -3.994 -2.500
H 2.334 -6.452 -2.787
```

The HOMO-LUMO gap (spin up / spin down) comes out at 7.38 / 7.65 eV. The net charge is +1. The spin multiplicity is 2. The calculation puts the HOMO energy (spin up / spin down) at -10.3 / -10.5 eV.


Density functional theory data (ωB97M-V/def2-TZVPD) for a structure of composition C14H27Cl3OReSi in a non-equilibrium geometry.

```
47
C14H27Cl3OReSi | the Open Molecules 2025 dataset | ωB97M-V/def2-TZVPD
C -1.017 1.109 -2.189
C -1.847 -0.064 -2.056
C -1.007 -1.199 -1.823
C -3.304 -0.124 -2.357
C 0.336 -0.733 -1.728
C 0.340 0.701 -1.952
C 1.587 1.460 -2.219
C -1.476 2.366 -2.830
C -1.466 -2.611 -1.937
C 1.572 -1.574 -1.767
Re -0.764 0.443 -0.137
Cl -2.743 0.198 1.181
Cl -1.157 2.748 0.198
Cl -0.272 -1.913 1.049
H -3.787 0.839 -2.116
H -3.793 -0.945 -1.810
H -3.457 -0.307 -3.439
H -2.370 -2.764 -1.351
H -0.674 -3.310 -1.650
H -1.729 -2.837 -2.977
H 1.471 -2.445 -1.115
H 2.450 -0.959 -1.498
H 1.749 -1.944 -2.790
H 2.443 0.953 -1.743
H 1.507 2.496 -1.854
H 1.787 1.500 -3.312
H -2.411 2.702 -2.388
H -1.678 2.132 -3.882
H -0.683 3.119 -2.791
O 2.401 3.525 -0.228
H 2.911 4.283 0.173
C 2.286 -1.655 2.796
Si 0.761 -0.559 2.869
C -0.660 -1.307 3.887
C 1.339 0.590 4.360
C 0.553 0.752 1.511
H 2.490 -2.075 3.796
H 3.165 -1.072 2.488
H 2.115 -2.471 2.081
H -0.242 -1.717 4.821
H -1.413 -0.551 4.152
H -1.157 -2.109 3.327
H 2.213 1.199 4.104
H 0.553 1.274 4.703
H 1.625 -0.018 5.228
H -0.016 1.570 2.018
H 1.471 1.309 1.196
```

The HOMO-LUMO gap (spin up / spin down) comes out at 5.16 / 5.18 eV. The net charge is -2. The spin multiplicity is 4. As for the energy relative to the best compared isomer or geometry (same formula, charge and spin): 0.00 kJ/mol. The calculation puts the HOMO energy (spin up / spin down) at -0.2 / -0.3 eV.


Density functional theory data (ωB97M-V/def2-TZVPD) for a structure of composition C20H39Cl3GaN3O3Si in a non-equilibrium geometry.

```
70
C20H39Cl3GaN3O3Si | the Open Molecules 2025 dataset | ωB97M-V/def2-TZVPD
C -1.896 -2.659 -3.720
C -0.959 -2.867 -2.547
H -2.159 -3.581 -4.273
H -1.441 -1.995 -4.459
H -2.805 -2.122 -3.424
C -0.168 -3.999 -2.439
C -0.106 -5.109 -3.413
H 0.006 -4.395 -1.444
H 0.402 -4.686 -4.271
H -1.022 -5.583 -3.797
H 0.515 -5.905 -2.993
Ga -0.958 1.850 2.221
Cl -2.489 3.514 1.564
Cl 0.864 2.789 1.379
H 1.218 5.377 5.260
H -1.500 6.982 3.553
C 1.041 5.255 4.196
C -0.923 6.224 3.021
N -0.383 5.227 3.929
H 1.506 4.343 3.847
C -1.069 4.125 4.285
O -0.713 2.925 4.059
H -1.573 5.752 2.279
H -2.031 4.263 4.798
H 1.456 6.113 3.686
H -0.086 6.722 2.527
H 2.544 -1.027 -2.350
H 2.611 -3.601 -1.459
C 2.970 -0.705 -1.384
C 3.331 -3.083 -0.812
N 2.821 -1.772 -0.411
H 2.467 0.194 -1.018
C 2.499 -1.492 0.890
O 2.068 -0.416 1.315
H 3.509 -3.682 0.081
H 2.653 -2.373 1.546
H 4.043 -0.505 -1.547
H 4.261 -2.967 -1.377
O -0.396 -1.283 -2.018
C -1.271 -2.056 -1.331
C 0.162 -3.250 0.404
C -1.033 -2.670 0.013
H 0.984 -3.265 -0.309
C 0.300 -3.841 1.679
H -2.313 -1.705 -1.419
C -2.130 -2.838 0.868
H 1.263 -4.339 1.917
C -0.766 -3.864 2.585
C -2.016 -3.378 2.143
H -3.056 -2.371 0.541
H -0.685 -4.362 3.569
H -2.901 -3.422 2.780
Si -0.427 2.265 -2.491
Cl -1.960 -0.058 1.663
C 1.408 2.523 -2.290
C -1.059 3.974 -1.777
C -1.471 1.702 -3.881
H 1.905 1.630 -1.905
H 1.587 3.332 -1.562
H 1.790 2.808 -3.283
H -0.859 1.198 -4.634
H -1.953 2.582 -4.335
H -2.264 1.041 -3.518
H -0.485 4.262 -0.884
H -2.146 3.964 -1.529
H -0.840 4.695 -2.592
N -0.030 0.145 3.480
H -0.264 0.151 4.481
H 0.954 -0.028 3.238
H -0.533 -0.670 3.098
```

The HOMO-LUMO gap (spin up / spin down) comes out at 8.20 / 4.71 eV. As for the energy relative to the best compared isomer or geometry (same formula, charge and spin): 781.33 kJ/mol. The calculation puts the HOMO energy (spin up / spin down) at -8.1 / -5.4 eV.


Density functional theory data (ωB97M-V/def2-TZVPD) for the molecule C22H30O5.

```
57
C22H30O5 | the Open Molecules 2025 dataset | ωB97M-V/def2-TZVPD
C -2.162 -3.187 -0.078
C -0.753 -3.729 0.106
O 0.218 -2.678 0.063
C 0.439 -2.008 1.193
O -0.121 -2.228 2.232
C 1.514 -0.948 1.023
C 2.846 -1.654 0.729
O 3.433 -2.386 1.468
O 3.282 -1.330 -0.480
C 2.391 -0.468 -1.204
C 3.248 0.618 -1.852
C 1.732 -1.300 -2.310
C 1.324 0.005 -0.163
C 1.421 1.481 0.261
C 2.601 1.804 1.197
C 3.140 3.213 0.973
C 0.119 2.009 0.879
O 0.140 2.923 1.668
C -1.161 1.363 0.462
C -1.935 0.705 1.427
C -1.522 0.615 2.864
C -3.116 0.092 1.032
C -3.563 0.137 -0.279
C -4.852 -0.516 -0.673
C -2.811 0.843 -1.206
C -1.621 1.463 -0.856
C -0.881 2.260 -1.892
H -2.867 -4.012 -0.100
H -2.236 -2.628 -1.007
H -2.414 -2.526 0.747
H -0.665 -4.248 1.066
H -0.476 -4.402 -0.708
H 1.590 -0.433 1.981
H 3.972 0.137 -2.505
H 3.796 1.193 -1.113
H 2.634 1.284 -2.452
H 2.500 -1.737 -2.943
H 1.089 -0.670 -2.919
H 1.142 -2.101 -1.877
H 0.339 -0.153 -0.607
H 1.545 2.078 -0.648
H 3.403 1.078 1.056
H 2.270 1.733 2.235
H 3.967 3.409 1.652
H 3.499 3.342 -0.048
H 2.360 3.945 1.163
H -0.984 -0.317 3.039
H -2.402 0.613 3.502
H -0.887 1.446 3.153
H -3.708 -0.422 1.776
H -5.680 0.175 -0.514
H -5.036 -1.404 -0.074
H -4.843 -0.792 -1.725
H -3.164 0.924 -2.225
H -0.431 3.148 -1.454
H -0.096 1.663 -2.358
H -1.566 2.575 -2.677
```

The HOMO-LUMO gap comes out at 9.68 eV. The SMILES is CCOC(=O)[C@H]1C(=O)OC(C)(C)[C@@H]1[C@H](CC)C(=O)c1c(C)cc(C)cc1C. The calculation puts the HOMO energy at -9.2 eV.